No. 1
Molecular formula: C27H51N2O13P3S
Method: DFT, wB97M-V/def2-TZVPD

Each line ends with the Löwdin charge.
CARTESIAN COORDINATES (ANGSTROEM)
N: -5.63 2.66 -4.42  -0.195
P: -4.15 3.04 -4.93  0.632
O: -4.03 3.06 -6.64  -0.221
O: -3.70 4.59 -4.39  -0.193
C: -2.99 1.69 -4.31  -0.160
C: -2.54 0.54 -5.28  -0.020
C: -1.57 -0.62 -4.83  0.023
C: -1.01 -0.61 -3.36  -0.089
C: -0.04 -1.73 -2.78  -0.171
C: 1.54 -1.45 -3.10  -0.239
C: 2.32 -1.66 -1.71  -0.547
S: 4.08 -2.20 -2.08  0.614
C: -1.49 0.55 -2.47  0.024
C: -2.46 1.69 -2.86  -0.016
C: -2.72 2.65 -1.62  -0.278
O: -3.27 3.78 -1.60  0.063
N: -2.14 1.91 -0.45  0.034
C: -1.65 2.99 0.47  -0.150
C: -0.88 2.47 1.78  -0.149
C: 0.54 3.26 1.89  -0.165
C: 1.82 2.29 1.90  -0.232
O: 2.92 2.99 1.21  -0.137
C: -1.17 0.94 -0.96  -0.281
O: -0.20 0.36 -0.42  0.047
H: -6.16 2.54 -5.31  -0.018
H: -3.18 3.52 -6.85  0.077
H: -2.82 4.54 -3.95  0.061
H: -2.91 0.52 -6.35  0.094
H: -1.27 -1.43 -5.57  0.105
H: -0.20 -1.89 -1.66  0.107
H: -0.32 -2.73 -3.29  0.121
H: 1.87 -2.27 -3.83  0.091
H: 1.59 -0.40 -3.52  0.117
H: 2.29 -0.70 -1.08  0.081
H: 1.85 -2.51 -1.09  0.076
H: 3.94 -3.05 -3.19  -0.132
H: -1.08 3.79 -0.13  0.134
H: -2.59 3.55 0.86  0.136
H: -1.48 2.80 2.71  0.112
H: -0.77 1.34 1.86  0.108
H: 0.55 3.85 2.89  0.116
H: 0.70 4.03 1.06  0.101
H: 2.17 2.14 2.99  0.130
H: 1.63 1.28 1.36  0.109
H: 2.59 3.29 0.33  0.084
C: -5.88 4.43 4.13  -0.084
C: -5.40 3.78 5.42  -0.300
O: -4.13 4.26 5.82  -0.233
P: -4.03 5.81 6.41  0.704
O: -4.54 5.47 7.82  -0.223
O: -2.42 5.79 6.81  -0.237
C: -2.01 6.07 8.14  -0.308
C: -1.84 4.79 8.94  -0.076
O: -3.51 6.27 4.84  -0.216
C: -3.65 7.66 4.55  -0.301
C: -2.76 8.53 5.41  -0.084
H: -6.08 5.49 4.29  0.064
H: -6.79 3.96 3.77  0.079
H: -5.11 4.36 3.36  0.078
H: -6.13 3.93 6.22  0.109
H: -5.30 2.70 5.26  0.119
H: -2.70 6.76 8.62  0.101
H: -1.04 6.58 8.08  0.115
H: -2.70 4.12 8.83  0.072
H: -1.70 5.01 10.00  0.077
H: -0.97 4.23 8.58  0.076
H: -4.70 7.95 4.66  0.110
H: -3.38 7.80 3.49  0.121
H: -3.07 8.50 6.46  0.069
H: -2.79 9.57 5.08  0.081
H: -1.72 8.18 5.38  0.087
C: 2.92 -8.27 -5.70  -0.087
C: 2.55 -7.40 -4.51  -0.303
O: 3.20 -7.83 -3.33  -0.227
P: 4.83 -7.56 -3.19  0.703
O: 4.74 -6.08 -2.81  -0.238
O: 5.01 -8.12 -1.63  -0.233
C: 5.57 -7.28 -0.63  -0.304
C: 4.48 -6.57 0.15  -0.073
O: 5.05 -9.19 -3.67  -0.211
C: 6.35 -9.50 -4.18  -0.301
C: 7.43 -9.37 -3.12  -0.083
H: 3.97 -8.14 -5.96  0.063
H: 2.31 -8.01 -6.57  0.077
H: 2.76 -9.33 -5.46  0.084
H: 2.79 -6.35 -4.71  0.105
H: 1.47 -7.46 -4.33  0.118
H: 6.28 -6.57 -1.07  0.101
H: 6.14 -7.92 0.05  0.115
H: 3.74 -6.11 -0.51  0.069
H: 4.90 -5.80 0.79  0.078
H: 3.94 -7.28 0.78  0.076
H: 6.57 -8.85 -5.03  0.109
H: 6.32 -10.53 -4.54  0.121
H: 7.56 -8.33 -2.81  0.069
H: 8.39 -9.73 -3.49  0.081
H: 7.16 -9.94 -2.22  0.088

* SMILES string: N=P(O)(O)c1ccc(CCCS)c2c1C(=O)N(CCCCO)C2=O.CCOP(=O)(OCC)OCC.CCOP(=O)(OCC)OCC
* largest force on an atom: 9.59 eV/Å
* gap between HOMO and LUMO: 6.99 eV
* relative energy (zero: lowest compared OMol25 entry of this formula, charge and spin): 1225.7 kJ/mol
* highest occupied orbital energy: -0.3169 Eh
* E_tot: -3569.0328 Ha
* LUMO: -0.06006 Ha



No. 2
Molecular formula: C27H51NNdO2Si2
Method: DFT, wB97M-V/def2-TZVPD

Each line ends with the Löwdin charge.
CARTESIAN COORDINATES (ANGSTROEM)
O: -0.63 -1.45 -0.72  -0.299
O: -1.87 -0.36 -2.82  -0.264
C: 0.40 -2.37 -1.13  -0.237
C: 0.87 -3.35 -0.08  -0.056
H: 1.25 -1.74 -1.46  0.115
H: 0.00 -2.89 -2.02  0.115
H: 1.34 -2.89 0.79  0.055
H: 1.62 -3.99 -0.55  0.096
H: 0.06 -4.00 0.25  0.076
C: -1.66 -1.93 0.18  -0.234
C: -2.51 -2.89 -0.59  -0.047
H: -2.23 -1.06 0.54  0.109
H: -1.17 -2.37 1.07  0.110
H: -2.76 -2.44 -1.56  0.055
H: -3.44 -3.13 -0.06  0.092
H: -1.95 -3.82 -0.77  0.083
C: -2.93 0.60 -2.99  -0.255
C: -1.71 -1.25 -3.96  -0.248
C: -4.15 0.24 -2.18  -0.057
H: -3.18 0.64 -4.06  0.118
H: -2.54 1.59 -2.70  0.106
H: -4.59 -0.71 -2.52  0.077
H: -4.90 1.02 -2.33  0.086
H: -3.93 0.18 -1.11  0.075
C: -2.96 -2.00 -4.31  -0.070
H: -0.89 -1.93 -3.70  0.104
H: -1.37 -0.64 -4.81  0.117
H: -3.37 -2.58 -3.48  0.070
H: -2.69 -2.71 -5.10  0.089
H: -3.74 -1.35 -4.72  0.081
H: -0.63 0.06 -1.60  0.101
Nd: 0.57 1.00 1.10  1.706
C: 0.06 1.05 -1.46  -0.306
Si: 0.74 1.70 -3.10  0.472
H: -0.52 1.86 -0.99  0.021
H: 1.07 0.83 -1.07  -0.063
C: 1.55 0.24 -3.94  -0.159
C: 2.11 2.97 -2.78  -0.166
C: -0.46 2.50 -4.30  -0.173
C: 2.84 0.29 0.38  -0.401
Si: 3.59 1.42 1.67  0.362
H: 3.23 0.51 -0.63  -0.007
H: 3.05 -0.78 0.57  -0.017
C: 4.47 2.87 0.87  -0.176
C: 4.83 0.50 2.73  -0.168
C: 2.23 2.13 2.81  -0.257
H: 0.09 3.00 -5.12  0.047
H: -1.06 3.27 -3.80  0.037
H: -1.15 1.79 -4.78  0.020
H: 2.41 -0.13 -3.36  0.036
H: 1.92 0.54 -4.93  0.047
H: 0.85 -0.59 -4.09  0.012
H: 2.69 2.74 -1.88  0.008
H: 1.69 3.98 -2.67  0.036
H: 2.83 3.01 -3.62  0.045
H: 5.37 -0.23 2.11  0.046
H: 4.36 -0.03 3.56  0.023
H: 5.56 1.22 3.13  0.039
H: 1.77 1.40 3.49  0.028
H: 1.43 2.74 2.30  0.005
H: 2.75 2.87 3.43  0.072
H: 5.30 3.21 1.51  0.040
H: 3.79 3.72 0.71  0.034
H: 4.88 2.57 -0.10  0.039
C: 2.06 -2.06 4.55  -0.047
C: 1.21 -1.74 5.61  -0.030
C: 0.06 -1.01 5.34  0.001
C: -0.21 -0.57 4.03  -0.224
N: 0.68 -0.79 3.01  -0.019
C: 1.75 -1.59 3.27  -0.130
C: -1.45 0.18 3.70  -0.231
C: -2.57 0.16 4.59  -0.030
C: -3.72 0.89 4.28  -0.082
C: -3.79 1.64 3.11  -0.073
C: -2.68 1.66 2.22  -0.154
C: -1.55 0.93 2.52  -0.267
H: 2.97 -2.63 4.70  0.114
H: 1.44 -2.05 6.63  0.121
H: -0.62 -0.72 6.14  0.113
H: 2.39 -1.85 2.42  0.091
H: -2.51 -0.44 5.50  0.102
H: -4.57 0.86 4.98  0.114
H: -4.69 2.21 2.87  0.105
H: -2.74 2.25 1.30  0.080

* largest force on an atom: 3.28 eV/Å
* 2S+1: 4
* gap between HOMO and LUMO (alpha / beta): 7.49 / 7.53 eV
* highest occupied orbital energy (alpha / beta): -0.3840 / -0.3812 Eh
* E_tot: -2404.7469 Ha
* LUMO (alpha / beta): -0.10864 / -0.10437 Ha
* charge: +1